C28H46AlB2N4O6 as an isolated structure in a non-equilibrium geometry. Source: the OMol25 dataset; level of theory: ωB97M-V/def2-TZVPD.

The total energy is -55958.9466 eV. Its total charge is +1. As for the largest force on an atom: 5.6 eV Å⁻¹. The calculation puts the energy relative to the best compared isomer or geometry (same formula, charge and spin) at 372.4 kJ/mol. The calculation puts the HOMO energy at -10.66 eV. For the gap between HOMO and LUMO, the calculation gives 2.31 eV.

Positions of all 87 atoms, in Å:
C 0.5026 -0.7382 -4.3525
H -1.1810 1.4638 -0.4965
O 1.3061 3.4626 -3.4037
C 2.9765 -2.9239 0.2221
H -4.0488 1.2988 3.6767
C -1.7141 -3.1942 -1.1548
N -1.8206 2.2440 -0.5447
H 3.9902 -5.9235 0.4589
H 1.5008 -5.8321 -0.3867
H 3.9655 -5.1562 -1.1223
H -1.3430 0.4632 3.0416
H 1.6585 -2.4882 -5.0853
C -3.1036 1.5716 4.1222
C -2.7194 4.1378 -1.1643
H 1.5262 5.2912 -0.7646
H 0.4439 -4.9555 4.0200
H 2.9686 1.8609 3.7235
H -2.7051 -4.3336 -2.8345
C -1.7652 -2.9932 2.5496
H 0.9285 -0.1418 -5.1593
C 0.7687 5.6626 -2.7597
H 0.6520 0.0787 1.5166
O 2.3553 -1.7917 -3.2542
H -3.6391 2.9773 5.7071
H -0.9800 3.3046 6.1117
H -2.8232 5.1027 -1.6383
C 0.8490 -0.0576 -2.9718
H -0.2290 5.5721 -2.3301
H 1.9054 0.5899 4.2941
N -0.6503 -2.1722 2.5457
N -0.9002 1.8643 4.4832
H -2.6732 -2.6221 2.0978
C 0.9214 4.7110 -3.9916
C -2.9884 -2.1344 -2.6257
H 0.9238 1.0283 -3.0290
H 2.7705 5.6682 -2.0882
B 0.2093 0.0055 0.5354
H 1.3020 1.6817 3.0462
C 2.1284 -0.6900 -2.6050
H 0.6652 -2.8669 -3.7351
H 1.6069 2.3140 4.6495
H 0.7870 -3.4160 0.2359
H 0.0931 1.8188 4.3061
H -1.3648 -1.3739 -0.0699
H 0.9404 6.7016 -3.0409
O 2.3215 2.7287 -1.4604
O 4.0069 -3.7866 0.4024
H 1.7163 -3.6007 -1.3096
Al 3.0069 1.2251 1.1068
C 2.0947 -5.1013 0.1622
H -1.9716 -5.1466 3.1012
H -1.0277 3.1940 -2.2850
C 1.7272 -3.7175 -0.2259
H -0.8282 -0.2268 0.7196
C 1.2516 -2.0576 -4.1703
H -0.0560 4.5561 -4.4486
C -1.3674 -4.2548 3.0239
O 3.0505 -1.7687 0.5780
C -2.8418 2.5186 5.1411
H 1.4965 5.0818 -4.8400
O 2.9403 -0.1673 -1.8058
N -1.7694 -1.8378 -0.8707
C -2.7970 2.5626 0.3176
C -3.3939 3.7550 -0.0235
B 1.9392 1.5988 3.9130
C -1.8139 3.1641 -1.5451
H -2.7487 -0.1087 -1.5791
C -2.5053 -3.4163 -2.3006
C -0.0560 -4.1516 3.5000
H 1.3915 -2.5114 3.2183
C 3.6268 -5.0555 -0.0911
H -4.1176 4.3493 0.5146
H 0.1394 -0.3698 -2.2055
C -1.4993 2.7005 5.3825
H -0.5898 -1.2562 2.1245
H 0.4270 0.8771 -0.0622
C -2.5940 -1.1663 -1.7339
H -1.1167 -3.7817 -0.4733
H 0.7527 -0.7874 0.0453
C 0.3921 -2.9056 3.1075
H -3.5639 -1.8999 -3.5089
C 1.8553 5.1542 -1.7947
C -1.7939 1.1378 3.7543
H -2.7967 2.0433 1.2645
C 1.8311 3.6594 -2.1246
H 1.8299 -5.2832 1.2038
H -0.5458 -1.0174 -4.4575

Atoms 1-2, force components in eV/Å:
C 0.5 -0.4 1.6
H 0.2 -0.2 0.4